Below is a structure of composition H8O12S2Zn at a distorted geometry, with properties calculated with wB97M-V/def2-TZVPD.

Last column: Mulliken charge in e.
Geometry (Å):
O  4.415  -13.118  -9.420  -0.447
S  3.129  -10.521  -6.463  1.131
S  4.017  -14.309  -8.693  0.989
H  6.881  -10.689  -9.101  0.238
O  4.059  -9.603  -5.932  -0.630
O  5.019  -11.611  -11.475  -0.413
H  5.772  -9.837  -8.522  0.307
H  1.619  -12.544  -10.309  0.280
H  2.007  -11.846  -11.595  0.231
H  4.474  -9.114  -10.851  0.322
O  3.406  -10.895  -7.865  -0.598
O  2.229  -11.898  -10.665  -0.371
O  1.831  -9.892  -6.541  -0.628
H  5.841  -11.246  -11.803  0.255
O  5.175  -15.234  -8.652  -0.767
Zn  3.960  -11.313  -9.685  1.247
O  5.949  -10.494  -9.196  -0.473
H  4.814  -12.323  -12.081  0.280
O  3.103  -11.698  -5.539  -0.347
O  3.623  -9.338  -10.473  -0.461
O  3.615  -13.931  -7.348  -0.662
H  2.993  -9.136  -11.166  0.296
O  2.873  -14.922  -9.346  -0.778

Summary:
* E_tot: -94788.29360 eV
* total charge: -1
* HOMO (alpha / beta): -3.28 / -3.13 eV
* largest force on an atom: 0.111 Eh/bohr
* expectation value of S²: 0.761
* 2S+1: 2